ORCA calculation (ωB97M-V/def2-TZVPD) on a cluster of 2 separate species, C23H39Br3O7 in total at a distorted geometry.

E_LUMO ... 0.43 eV
SMILES ... CCCO[C@]1(CC=O)OC(=O)O[C@]1(CCCCCCCCOC(C)=O)C[C@H](C)Br.BrCCBr
Gap between HOMO and LUMO ... 10.3 eV
Calculated total energy ... -9148.456036 Ha

The geometry in XYZ format:
```
72
Properties=species:S:1:pos:R:3:lowdin_charge:R:1
C -5.268 0.286 3.434 -0.09
C -3.827 -0.306 3.513 -0.19
C -3.169 -0.559 2.144 -0.16
O -1.946 0.179 2.071 -0.10
C -1.595 0.573 0.778 -0.41
C -2.558 1.636 0.197 -0.03
C -3.133 1.123 -1.125 -0.25
O -3.230 1.795 -2.084 0.08
O -1.504 -0.672 0.063 0.07
C -0.373 -1.253 0.646 -0.55
O -0.225 -2.337 0.926 0.27
O 0.524 -0.242 0.758 0.08
C -0.138 1.020 0.555 -0.30
C 0.229 1.458 -0.920 -0.09
C 0.526 0.312 -1.897 -0.15
C 0.957 0.966 -3.256 -0.18
C -0.242 1.321 -4.141 -0.20
C -0.831 0.130 -4.924 -0.19
C 0.256 -0.622 -5.749 -0.18
C 0.440 -2.074 -5.219 -0.14
C 1.913 -2.481 -4.987 -0.17
O 2.041 -2.902 -3.619 -0.05
C 3.357 -3.030 -3.240 -0.55
C 4.092 -1.738 -2.911 0.02
O 3.851 -4.078 -3.160 0.17
C 0.478 2.153 1.410 -0.14
C 0.151 2.241 2.904 -0.66
C 0.383 0.950 3.719 -0.16
Br -1.609 3.071 3.276 0.72
H -5.869 -0.201 4.203 0.07
H -5.235 1.346 3.699 0.07
H -5.670 0.113 2.436 0.07
H -3.908 -1.265 4.033 0.10
H -3.174 0.305 4.139 0.09
H -2.896 -1.621 2.124 0.13
H -3.848 -0.412 1.298 0.12
H -3.391 1.857 0.870 0.13
H -2.035 2.578 0.051 0.12
H -3.475 0.071 -1.206 0.14
H -0.488 2.172 -1.334 0.12
H 1.167 2.011 -0.803 0.12
H -0.410 -0.213 -2.107 0.11
H 1.331 -0.346 -1.580 0.11
H 1.665 0.278 -3.724 0.08
H 1.474 1.905 -3.023 0.11
H 0.098 2.054 -4.887 0.11
H -1.048 1.824 -3.596 0.10
H -1.355 -0.520 -4.217 0.10
H -1.587 0.483 -5.632 0.11
H 1.182 -0.041 -5.701 0.09
H -0.016 -0.658 -6.806 0.10
H -0.091 -2.247 -4.282 0.11
H -0.027 -2.739 -5.951 0.11
H 2.128 -3.333 -5.642 0.13
H 2.588 -1.644 -5.204 0.12
H 3.366 -0.934 -2.781 0.06
H 4.819 -1.521 -3.696 0.09
H 4.638 -1.852 -1.974 0.09
H 1.565 2.032 1.330 0.14
H 0.254 3.099 0.910 0.12
H 0.847 2.974 3.314 0.08
H 1.007 1.204 4.586 -0.03
H 0.921 0.177 3.171 0.07
H -0.560 0.604 4.138 0.06
Br 1.360 -0.285 7.891 0.61
C 2.902 -1.158 7.086 -0.69
C 3.949 -0.158 6.677 -0.68
Br 3.438 0.767 5.042 0.70
H 2.531 -1.749 6.254 0.05
H 3.290 -1.823 7.856 0.06
H 4.886 -0.659 6.443 0.06
H 4.127 0.605 7.429 0.05
```